(1)
Entry from OMol25: a molecular structure, C32H27N5O3PdS in a non-equilibrium geometry (ωB97M-V/def2-TZVPD).

Properties
Gap between HOMO and LUMO (alpha / beta) = 6.234 / 5.253 eV
Max |F| = 2.4 eV/Å
Lowest unoccupied orbital energy (alpha / beta) = -0.248 / -0.289 hartree
2S+1 = 5
Net charge = +2
HOMO (alpha / beta) = -12.970 / -13.105 eV
Total energy = -61511.141 eV

Geometry as XYZ:
```
69
Properties=species:S:1:pos:R:3:forces:R:3
Pd -0.4266 1.3156 0.2298 0.12 -0.05 -0.24
O -1.6495 2.9366 -0.3884 -1.09 -0.30 0.31
C -2.9162 3.0053 -0.1724 -0.62 0.86 0.21
C -3.5993 4.1878 -0.6788 -0.98 -1.18 0.66
C -4.9460 4.3995 -0.4466 1.07 -0.17 -0.34
C -5.7715 3.4750 0.2825 2.14 0.28 -0.33
C -5.1455 2.3707 0.8249 -1.85 1.47 -0.53
C -3.7889 2.0682 0.6366 1.97 0.23 -0.67
C -3.3076 0.9114 1.2589 -0.04 -0.35 0.24
N -2.0767 0.4429 1.1838 2.15 -0.82 -0.22
N -1.7697 -0.6638 1.8567 0.40 -0.51 0.87
C -0.4040 -1.0742 1.8946 -0.48 0.84 -0.11
O 0.4837 -0.5654 1.1761 -0.18 0.71 -0.56
C 0.0462 -2.1049 2.8932 -0.90 0.65 -1.14
C -0.7608 -2.2798 4.0139 0.02 0.05 -0.16
C -0.4049 -3.2745 4.8945 0.31 -0.91 0.37
C 0.7222 -4.0631 4.6159 -0.67 0.06 0.58
C 1.5524 -3.8515 3.5230 -0.34 -0.21 -0.35
C 1.2042 -2.8660 2.6160 -0.91 0.72 0.35
H -3.0285 4.8869 -1.2534 0.30 0.26 -0.12
H -5.3539 5.3284 -0.8472 -0.16 -0.32 0.16
H -6.7883 3.7823 0.3839 -0.58 -0.49 0.41
H -5.7642 1.7430 1.4251 -0.06 -0.69 0.36
H -3.9220 0.2966 1.9025 -0.58 0.10 -0.01
H -1.6457 -1.6515 4.1251 0.26 -0.32 0.08
H -1.0093 -3.5614 5.7647 0.22 0.42 -0.42
H 0.8610 -4.9049 5.2790 0.42 -0.04 -0.01
H 2.3529 -4.5480 3.3112 0.13 0.14 0.09
H 1.7177 -2.6646 1.6818 0.13 -0.20 0.18
C 2.6075 3.3461 -2.2855 0.68 -1.04 -0.66
C 1.6205 3.1750 -1.2626 0.02 0.66 -1.10
N 1.5832 2.2450 -0.3991 0.47 -0.58 0.44
C 2.6857 1.3087 -0.4556 -0.05 0.07 0.51
C 3.8384 1.5795 -1.3716 0.36 -0.20 -0.16
C 3.6792 2.4805 -2.4212 -0.46 0.73 0.93
C 5.0326 0.8650 -1.1445 -0.58 -0.04 0.66
C 5.2151 0.1865 0.0175 0.20 -0.74 0.04
C 4.2841 0.2744 1.0991 -0.33 -0.03 0.08
C 4.4107 -0.3623 2.3280 0.41 -0.25 0.04
C 3.5085 -0.0590 3.3257 -0.04 0.12 0.35
N 2.6525 0.9743 3.2259 -0.24 -0.07 -0.58
C 2.4769 1.4773 2.0361 1.32 -1.02 -0.08
N 3.1982 1.0620 0.9393 -1.38 0.52 0.12
H 2.4168 4.0621 -3.0398 -0.11 0.84 -0.44
H 0.8008 3.8547 -1.3250 -0.70 0.36 0.32
H 2.1808 0.3910 -0.8009 0.39 -0.39 0.29
H 4.4591 2.5960 -3.1699 -0.27 0.00 0.01
H 5.8221 0.8945 -1.8541 0.49 0.08 -0.62
H 6.0979 -0.4112 0.2026 0.04 0.09 -0.08
H 5.2076 -1.0933 2.4318 -0.17 0.13 0.24
H 3.4439 -0.5860 4.2746 0.34 -0.05 -0.19
H 1.8098 2.2848 1.8917 -0.65 0.53 -0.19
C -2.3568 0.6344 -3.6877 -0.87 -0.49 0.14
S -1.8091 -0.1814 -2.1990 -0.40 -0.97 -0.86
O -0.5409 0.5403 -1.8336 1.35 0.97 0.90
C -1.2827 -1.7860 -2.7964 -0.47 -0.44 -0.24
C -1.7204 -2.7946 -1.9515 -0.17 -0.59 -0.11
C -1.4713 -4.1301 -2.2290 0.23 0.51 0.37
C -0.7887 -4.4691 -3.3579 -0.21 0.73 -0.59
C -0.4207 -3.4950 -4.2758 0.20 1.09 0.19
C -0.6257 -2.1279 -3.9974 -0.24 -0.68 0.60
H -1.5072 0.8798 -4.3229 -0.10 -0.36 -0.18
H -2.8305 1.5703 -3.3697 -0.02 -0.24 -0.07
H -3.1209 -0.0769 -4.1058 0.78 0.91 -0.04
H -2.3434 -2.6121 -1.1054 -0.18 0.55 0.60
H -1.7797 -4.9049 -1.5633 -0.33 -0.24 0.43
H -0.6342 -5.4902 -3.5608 0.34 -1.05 -0.38
H 0.0395 -3.8173 -5.1973 0.12 0.24 -0.12
H -0.3004 -1.3612 -4.6760 0.07 0.11 -0.29
```
Forces are in eV/Å.

=====

(2)
Entry from OMol25: a molecular structure, C32H28AsBr2F2N2S4SbTi in a non-equilibrium geometry (ωB97M-V/def2-TZVPD).

Properties
Gap between HOMO and LUMO (alpha / beta) = 4.462 / 4.460 eV
Energy above the lowest of the compared OMol25 structures with the same formula, charge and spin = 156.1 kJ/mol
Max |F| = 2.2 eV/Å
Lowest unoccupied orbital energy (alpha / beta) = 0.141 / 0.141 hartree
Net charge = -2
HOMO (alpha / beta) = -0.615 / -0.613 eV
Total energy = -315974.478 eV

Geometry as XYZ:
```
73
Properties=species:S:1:pos:R:3:forces:R:3
Ti -0.5939 2.2884 0.1094 1.07 -0.46 1.45
S 2.8296 1.7797 3.4574 -0.11 -0.56 -0.06
As 1.5415 2.7105 2.0561 1.74 0.70 1.18
S -0.5542 2.1651 2.4913 -0.30 0.03 -0.22
S 1.7799 1.9262 0.0009 -0.04 -0.21 0.12
S 1.9208 4.7977 2.1182 -0.14 -0.08 -0.15
Br -0.0802 2.8977 -6.4542 0.02 -0.04 0.00
C -0.3144 2.6549 -4.5786 0.13 0.97 0.14
C -0.6398 1.3717 -4.0869 -0.15 -0.50 0.66
C -0.7999 1.2433 -2.7339 -0.23 -0.36 -1.14
N -0.6608 2.2517 -1.8544 -0.15 0.25 -0.44
C -0.4020 3.5246 -2.3551 -0.04 1.43 0.90
C -0.2055 3.7212 -3.7379 0.07 -0.56 -0.78
C -0.4260 4.5765 -1.4014 0.07 -1.03 -1.39
C -0.2801 5.9423 -1.7153 0.10 0.93 0.43
C -0.4310 6.8640 -0.7182 0.18 -0.33 -1.20
Br -0.2946 8.7163 -1.1337 0.02 0.09 0.00
C -0.7092 6.4789 0.5950 -0.36 -0.93 0.71
C -0.8001 5.1316 0.8540 -0.39 1.66 0.37
N -0.6858 4.1872 -0.1005 0.05 0.03 -0.45
H -0.7504 0.5209 -4.7419 -0.01 -0.01 0.01
H -1.0759 0.2851 -2.3165 -0.01 -0.01 0.02
H 0.0223 4.7038 -4.1225 0.00 -0.01 0.00
H -0.0647 6.2522 -2.7264 -0.01 0.02 0.01
H -0.7807 7.1951 1.3980 -0.01 -0.03 0.03
H -1.0110 4.7762 1.8497 0.10 -0.02 0.02
C -3.2365 -2.3868 0.3977 0.07 -0.02 -0.09
C -2.1866 -3.3507 -0.0859 -0.11 0.00 -0.03
C -2.5566 -4.6706 -0.3395 -0.01 -0.01 0.05
C -1.6409 -5.6077 -0.7902 0.03 -0.02 -0.03
C -0.3281 -5.2193 -0.9995 -0.02 -0.01 0.03
C 0.0492 -3.9077 -0.7424 0.03 0.00 0.06
C -0.8547 -2.9534 -0.2786 -0.20 0.13 -0.22
Sb -0.2051 -0.8947 0.2304 0.50 -1.02 0.30
C 1.6993 -1.2813 -0.7662 -0.25 0.18 0.17
C 1.4912 -1.3864 -2.1436 -0.02 -0.05 0.08
C 2.5454 -1.4943 -3.0339 -0.06 -0.02 -0.02
C 3.8425 -1.4953 -2.5412 0.02 0.00 -0.02
C 4.0557 -1.3919 -1.1785 0.03 -0.06 0.05
C 3.0016 -1.2759 -0.2682 -0.03 -0.07 -0.14
C 3.3307 -1.1242 1.1826 0.19 0.28 0.07
C -0.3213 -1.5335 2.3173 0.08 0.22 -0.34
C -1.4080 -0.9466 2.9680 0.06 -0.04 0.07
C -1.7015 -1.2370 4.2893 -0.03 0.01 -0.04
C -0.8885 -2.1192 4.9851 -0.03 0.00 0.04
C 0.1584 -2.7419 4.3317 0.04 -0.04 -0.03
C 0.4439 -2.4825 2.9894 0.04 -0.10 0.04
C 1.5401 -3.2808 2.3344 -0.18 -0.13 0.08
H -4.2341 -2.8161 0.2943 0.00 0.02 0.00
H -3.2023 -1.4483 -0.1597 -0.03 -0.04 0.09
H -3.0763 -2.1526 1.4507 -0.04 0.03 0.03
H -3.5875 -4.9659 -0.1709 0.00 0.02 -0.03
H -1.9525 -6.6284 -0.9813 0.00 0.01 0.00
H 0.4081 -5.9291 -1.3590 -0.01 0.00 0.01
H 1.0813 -3.6314 -0.9038 0.04 0.00 -0.03
H 0.4739 -1.4038 -2.5251 0.06 0.02 -0.07
H 2.3525 -1.5709 -4.0974 0.02 0.03 0.01
H 4.6845 -1.5623 -3.2207 0.00 -0.01 0.02
H 5.0694 -1.3797 -0.7909 0.00 0.01 -0.02
H 3.9392 -0.2340 1.3389 -0.04 0.11 0.01
H 3.9024 -1.9830 1.5475 -0.05 0.03 -0.03
H 2.4478 -0.9958 1.8026 0.06 0.13 0.03
H -2.0360 -0.2441 2.4346 0.05 0.10 0.02
H -2.5430 -0.7545 4.7712 0.03 0.00 0.03
H -1.0690 -2.3184 6.0352 -0.02 -0.03 -0.02
H 0.7800 -3.4532 4.8670 0.00 0.01 0.00
H 2.4746 -3.1701 2.8868 -0.01 -0.02 -0.06
H 1.7001 -2.9754 1.3036 0.01 -0.12 0.08
H 1.2700 -4.3404 2.3359 -0.02 0.00 -0.03
F -3.0150 0.7592 -0.4214 -0.19 0.09 0.12
C -2.6668 2.0095 0.1881 -1.69 -0.45 -0.83
F -3.2420 2.9488 -0.7028 -0.15 -0.18 0.30
H -3.3237 2.0592 1.0662 0.21 0.00 0.08
```
Forces are in eV/Å.

=====

(3)
Entry from OMol25: a molecular structure, C32H28BClCo2O8S in a non-equilibrium geometry (ωB97M-V/def2-TZVPD).

Properties
Gap between HOMO and LUMO = 4.241 eV
Energy above the lowest of the compared OMol25 structures with the same formula, charge and spin = 428.3 kJ/mol
Max |F| = 6.0 eV/Å
Lowest unoccupied orbital energy = -0.099 hartree
HOMO = -6.936 eV
Total energy = -149299.140 eV

Geometry as XYZ:
```
73
Properties=species:S:1:pos:R:3:forces:R:3
C -3.4278 5.9510 -0.4285 -0.14 0.26 -0.28
C -2.8003 4.8118 0.2769 0.37 -0.53 1.02
C -2.6089 4.6839 1.6390 -0.12 -0.17 -1.11
C -1.9145 3.4800 1.9937 -0.04 0.58 -1.21
C -1.5715 2.7175 0.8916 0.37 0.56 1.92
B -0.7283 1.2573 1.1187 0.45 3.90 0.80
C 0.7983 1.8220 0.9356 -0.94 -1.19 -0.08
C 1.2107 2.3463 -0.2776 1.03 0.57 -0.09
C 2.3841 3.1138 -0.3551 -0.17 -0.21 0.37
C 3.1351 3.3363 0.8083 -1.14 -0.90 -0.16
Cl 4.5257 4.3352 0.7444 0.60 0.38 -0.04
C 2.7573 2.7392 2.0147 -0.24 -0.08 -0.27
C 1.5907 1.9667 2.0701 0.73 0.73 -0.21
O -0.9640 0.7754 2.4536 -0.61 -1.12 -0.25
C -2.1118 -0.0868 2.3885 0.34 0.08 -0.17
C -1.6607 -1.4909 2.7669 -0.01 -0.20 0.09
C -3.1391 0.3913 3.3937 -0.34 -0.03 0.18
C -2.6150 -0.0258 0.8708 0.58 -0.16 0.64
C -2.9407 -1.3648 0.2390 -0.16 -0.16 -0.01
C -3.8058 0.8730 0.6542 -0.77 0.26 0.13
O -1.4818 0.5086 0.1921 0.13 -3.12 -1.85
S -2.1235 3.4377 -0.5828 0.02 0.58 1.17
H -3.8567 6.6356 0.3146 0.04 -0.09 -0.29
H -2.6735 6.4954 -1.0157 -0.32 -0.02 0.05
H -4.2213 5.6009 -1.1033 0.13 0.27 0.09
H -2.9602 5.4322 2.3474 0.07 -0.11 -0.15
H -1.6498 3.2608 3.0218 0.07 -0.29 -0.21
H 0.5979 2.2010 -1.1700 0.13 0.14 0.16
H 2.6968 3.5640 -1.2901 0.02 0.00 0.04
H 3.3609 2.8890 2.9028 0.00 0.03 -0.07
H 1.2983 1.5186 3.0158 -0.07 0.05 -0.18
H -2.4839 -2.2031 2.6529 0.14 -0.04 0.08
H -0.8066 -1.8156 2.1622 -0.22 -0.02 0.11
H -1.3531 -1.4988 3.8168 0.07 0.02 -0.17
H -4.1219 -0.0481 3.1849 0.08 0.11 0.13
H -2.8325 0.0631 4.3912 -0.05 0.14 -0.05
H -3.2116 1.4827 3.3953 -0.08 -0.23 -0.11
H -3.7288 -1.8659 0.8079 0.07 -0.12 -0.17
H -3.2904 -1.2047 -0.7837 -0.11 0.02 0.07
H -2.0569 -2.0145 0.1866 -0.16 0.08 0.25
H -4.7076 0.3665 1.0206 0.08 0.15 -0.10
H -3.6936 1.8299 1.1672 -0.17 -0.25 -0.09
H -3.9196 1.0699 -0.4141 -0.02 -0.04 0.08
O -0.2108 -4.1220 -0.2437 0.00 2.15 -1.00
C -0.1717 -3.0625 -0.6990 -0.49 -4.95 1.51
Co -0.0439 -1.3676 -1.1285 -2.58 2.22 1.91
C -1.0626 -0.2933 -2.1580 -1.20 4.45 -0.12
O -1.8635 0.5300 -2.4796 1.67 -2.68 1.04
C 0.8410 -0.9541 0.3450 3.43 1.57 3.78
O 1.4855 -0.9170 1.3101 -1.93 -0.56 -2.76
C 2.1846 -2.5264 -2.4276 -0.42 -0.19 -0.13
C 2.6466 -3.6374 -1.6170 0.65 -1.31 0.38
C 3.0648 -3.3948 -0.2941 -0.07 0.45 -0.33
C 3.4753 -4.4357 0.5316 -0.07 -0.11 -0.18
C 3.4984 -5.7464 0.0484 -0.24 0.38 -0.24
C 3.1521 -5.9942 -1.2845 0.02 -0.05 0.11
C 2.7558 -4.9534 -2.1172 -0.41 0.63 -0.09
C 1.2066 -1.6038 -2.4100 -0.72 0.78 -0.18
C -0.1330 -1.1192 -2.9981 0.79 -3.33 -4.97
Co 2.8741 -1.1240 -3.2788 0.01 -1.55 0.54
C 4.0308 -0.3638 -2.1938 3.55 2.15 2.31
O 4.7582 0.1458 -1.4474 -2.29 -1.56 -2.03
C 2.5127 0.1602 -4.4309 -0.89 3.34 -2.47
O 2.3064 1.0552 -5.1417 0.53 -2.41 1.76
C 3.7181 -2.4867 -4.0120 2.71 -1.25 -1.20
O 4.3092 -3.3911 -4.4246 -1.47 1.63 0.76
H 3.0925 -2.3610 0.0631 -0.05 -0.46 -0.01
H 3.7676 -4.2051 1.5563 -0.05 -0.13 -0.28
H 3.7702 -6.5615 0.7085 0.06 0.04 -0.11
H 3.1797 -7.0124 -1.6817 0.04 0.37 0.16
H 2.4971 -5.1231 -3.1662 0.08 -0.15 0.41
H 0.1449 -0.5037 -3.8814 -0.46 0.26 1.23
H -0.6810 -1.9686 -3.4663 0.16 0.46 0.12
```
Forces are in eV/Å.